1.
{"formula": "C15H22N2O4", "method": "the ωB97M-V functional and the def2-TZVPD basis", "elements": ["O", "C", "N", "C", "C", "O", "C", "O", "N", "C", "C", "C", "O", "C", "C", "C", "C", "C", "C", "C", "C", "H", "H", "H", "H", "H", "H", "H", "H", "H", "H", "H", "H", "H", "H", "H", "H", "H", "H", "H", "H", "H", "H"], "positions_angstrom": [[2.22650, -0.01074, 0.10733], [1.15868, -0.44008, -0.30222], [-0.02566, 0.09952, 0.08001], [-0.07266, 1.19985, 1.02187], [0.23675, 2.52565, 0.31378], [0.12516, 3.55282, 1.28706], [-1.49620, 1.21307, 1.59168], [-2.45496, 1.02374, 0.87690], [-1.54540, 1.19224, 2.98064], [-1.12771, 2.34665, 3.78357], [-1.66217, 1.94547, 5.14331], [-3.01890, 1.38093, 4.74827], [-2.87653, 0.88879, 3.41145], [1.06080, -1.62706, -1.23032], [2.22350, -1.85577, -2.23019], [2.09575, -3.33743, -1.90288], [1.39311, -3.01455, -0.60054], [1.78462, -4.40184, -2.82807], [3.10240, -4.55072, -1.99014], [4.32536, -4.72463, -2.97724], [4.54634, -4.04954, -1.70999], [-0.89886, -0.26073, -0.27014], [0.65819, 1.02586, 1.80969], [1.24498, 2.46207, -0.09967], [-0.48925, 2.65810, -0.49342], [0.34208, 4.39764, 0.88303], [-0.04734, 2.45997, 3.71768], [-1.60192, 3.26416, 3.42628], [-1.02268, 1.18131, 5.58480], [-1.75205, 2.78311, 5.83235], [-3.35452, 0.55667, 5.37775], [-3.78214, 2.16242, 4.73994], [0.09676, -1.66925, -1.74199], [2.11204, -1.51336, -3.25656], [3.12876, -1.43683, -1.77774], [2.12386, -2.87652, 0.20089], [0.57983, -3.65700, -0.27421], [1.05640, -5.18992, -2.66635], [1.91182, -4.10564, -3.86327], [4.57945, -5.76965, -3.08429], [4.37192, -4.13427, -3.88937], [4.70367, -2.98083, -1.81248], [5.01241, -4.49722, -0.84044]], "atomic_forces_ev_per_a": [[0.0, -0.1, -0.1], [0.1, 0.0, 0.0], [0.1, 0.0, 0.1], [-0.2, 0.5, -0.2], [-0.1, -0.4, 0.1], [0.0, 0.1, 0.1], [0.1, -0.5, 0.1], [0.2, 0.1, 0.1], [-0.7, 0.1, -0.1], [0.4, -0.1, -0.1], [0.1, 0.0, 0.1], [0.0, 0.0, 0.0], [0.1, 0.1, -0.1], [-0.1, -0.1, -0.1], [0.0, 0.1, 0.3], [0.4, -0.1, -1.0], [0.3, 0.1, 0.1], [-0.2, -0.4, 0.9], [0.0, 0.4, -0.5], [-0.1, 1.0, 0.1], [-0.2, -0.8, 0.4], [0.0, 0.1, 0.0], [0.0, 0.0, 0.0], [0.0, 0.0, 0.0], [0.0, 0.0, 0.0], [0.0, 0.0, 0.0], [0.0, 0.0, 0.1], [0.0, 0.0, -0.1], [0.0, 0.0, 0.0], [0.0, 0.0, 0.0], [0.0, 0.0, 0.0], [0.0, 0.0, 0.0], [0.0, 0.1, 0.1], [-0.1, 0.0, 0.0], [0.0, 0.0, -0.1], [-0.1, -0.1, 0.0], [-0.1, 0.0, 0.0], [-0.2, 0.3, 0.1], [0.2, -0.3, -0.1], [-0.1, 0.0, 0.0], [0.1, 0.0, 0.0], [-0.2, 0.1, 0.3], [0.3, -0.1, -0.2]], "lumo_ev": 0.614, "smiles": "O=C([C@H](CO)NC(=O)[C@H]1C[C@@]2(C1)C[C@]21CC1)N1CCCO1", "gap_ha": 0.2852, "de_lowest_kj_mol": 834.7}

2.
{"formula": "C15H22N2O4", "method": "the ωB97M-V functional and the def2-TZVPD basis", "elements": ["C", "H", "H", "H", "O", "C", "O", "C", "N", "C", "O", "N", "H", "C", "C", "C", "C", "C", "C", "C", "H", "O", "C", "H", "H", "H", "H", "H", "H", "H", "H", "H", "H", "C", "C", "H", "H", "H", "C", "H", "H", "H", "H"], "positions_angstrom": [[1.40575, 3.21562, -2.52306], [1.13660, 3.05352, -3.56882], [2.20355, 3.94903, -2.44229], [0.51932, 3.55014, -1.98102], [1.90994, 2.01483, -1.95012], [1.07358, 0.97953, -1.92138], [-0.05887, 1.02056, -2.33337], [1.69545, -0.26187, -1.30043], [0.63508, -1.19201, -0.98534], [0.36252, -1.48579, 0.32982], [1.12758, -1.20900, 1.23294], [-0.78603, -2.19891, 0.50756], [-1.45659, -2.22873, -0.24398], [-1.29432, -2.48024, 1.83699], [-2.29628, -1.44137, 2.27553], [-3.64204, -1.73986, 2.40802], [-4.53518, -0.74381, 2.77421], [-4.09511, 0.54353, 2.99491], [-2.74044, 0.85506, 2.85744], [-1.84653, -0.14494, 2.50074], [-0.79216, 0.05370, 2.39266], [-2.39895, 2.15208, 3.09211], [-1.04635, 2.51962, 2.96328], [-1.00781, 3.58443, 3.18837], [-0.67866, 2.34990, 1.94607], [-0.41214, 1.97600, 3.67032], [-4.77738, 1.32994, 3.27601], [-5.58422, -0.97568, 2.88339], [-3.99305, -2.74623, 2.23277], [-1.74358, -3.47694, 1.83702], [-0.42621, -2.47278, 2.50116], [-0.13212, -1.18349, -1.64259], [2.17748, 0.00937, -0.35327], [2.75025, -0.91664, -2.22479], [2.23458, -1.04450, -3.65615], [1.28088, -1.56576, -3.67909], [2.10257, -0.06372, -4.10868], [2.94479, -1.60431, -4.26039], [4.07018, -0.15466, -2.18346], [3.93719, 0.86675, -2.52928], [4.80124, -0.64432, -2.82260], [4.46260, -0.12669, -1.17015], [2.91290, -1.92136, -1.82106]], "atomic_forces_ev_per_a": [[-0.3, 0.2, -0.2], [0.0, 0.0, 0.1], [0.0, -0.1, 0.0], [0.1, 0.0, -0.1], [0.3, -0.1, 0.2], [-0.2, -0.2, 0.2], [0.0, 0.1, -0.1], [0.2, -0.2, 0.2], [0.0, 0.2, -0.3], [0.0, -0.3, -0.5], [0.2, 0.2, 0.5], [-0.2, -0.2, 0.0], [0.1, 0.0, 0.0], [0.1, 0.1, 0.1], [-0.2, -0.1, 0.1], [0.2, -0.1, 0.0], [0.0, 0.2, 0.0], [0.1, 0.1, 0.0], [-0.1, -0.1, 0.0], [0.1, 0.3, 0.1], [0.1, 0.1, 0.0], [-0.3, -0.2, 0.0], [0.2, 0.1, 0.0], [0.0, -0.1, 0.0], [0.0, 0.0, 0.0], [0.0, 0.0, 0.0], [-0.1, 0.1, 0.0], [-0.1, 0.0, 0.0], [0.0, -0.1, 0.0], [0.1, 0.1, 0.1], [-0.1, -0.1, -0.1], [0.0, 0.0, 0.1], [-0.1, 0.0, -0.2], [0.1, 0.3, -0.1], [0.1, -0.1, 0.3], [-0.1, -0.1, -0.1], [0.0, 0.1, -0.1], [0.0, 0.0, -0.1], [-0.1, -0.2, 0.0], [0.1, 0.1, 0.0], [0.1, 0.0, -0.1], [0.1, 0.0, 0.1], [-0.1, 0.1, 0.0]], "lumo_ev": 0.677, "smiles": "COC(=O)[C@@H](NC(=O)NCc1cccc(OC)c1)C(C)C", "gap_ha": 0.3361, "de_lowest_kj_mol": 78.4}

3.
{"formula": "C15H22N2OS", "method": "the ωB97M-V functional and the def2-TZVPD basis", "elements": ["C", "C", "O", "C", "C", "C", "C", "C", "C", "N", "C", "N", "C", "H", "C", "C", "C", "C", "C", "H", "H", "H", "H", "H", "H", "H", "H", "H", "H", "H", "S", "H", "H", "H", "H", "H", "H", "H", "H", "H", "H"], "positions_angstrom": [[1.52297, 2.55978, -1.39937], [1.59841, 2.47351, 0.12253], [0.90443, 1.36467, 0.66285], [1.56003, 0.19388, 0.88348], [2.75842, -0.17913, 0.28754], [3.35332, -1.38948, 0.60404], [2.76987, -2.24166, 1.52207], [1.57500, -1.88220, 2.12251], [0.95966, -0.68282, 1.80602], [-0.23193, -0.31186, 2.48098], [-1.29582, 0.32040, 1.88058], [-1.81670, -0.23139, 0.76687], [-1.53604, -1.59338, 0.36735], [-2.50432, -2.06059, 0.15465], [-0.63068, -1.75199, -0.86805], [-0.63065, -0.54455, -1.80294], [-2.02122, -0.06455, -2.22443], [-2.59488, 0.96810, -1.25605], [-2.94728, 0.38966, 0.11155], [-3.31164, 1.19058, 0.75928], [-3.74305, -0.35590, 0.00231], [-1.87178, 1.77425, -1.11856], [-3.50339, 1.40208, -1.67861], [-1.95069, 0.39935, -3.21112], [-2.70208, -0.91394, -2.31150], [-0.05098, -0.81396, -2.68904], [-0.11663, 0.27882, -1.31060], [-0.96299, -2.63636, -1.41593], [0.39790, -1.93230, -0.55057], [-1.09449, -2.12574, 1.21192], [-1.95211, 1.63291, 2.65165], [-0.06269, 0.07425, 3.40418], [1.11092, -2.52629, 2.85432], [3.24069, -3.17903, 1.77398], [4.28475, -1.65857, 0.12926], [3.24460, 0.47595, -0.41800], [2.64225, 2.46437, 0.45854], [1.10023, 3.34434, 0.56013], [2.05599, 3.44627, -1.73295], [0.48693, 2.63676, -1.71944], [1.96567, 1.68575, -1.87143]], "atomic_forces_ev_per_a": [[0.0, -0.2, 0.4], [0.2, 0.4, -0.2], [0.0, -0.5, 0.1], [-0.1, 0.0, 0.2], [-0.1, 0.2, -0.1], [0.0, -0.1, 0.0], [0.1, -0.1, 0.0], [0.0, 0.1, -0.1], [0.1, 0.0, -0.3], [0.2, -0.2, 0.3], [-0.5, 0.0, 0.1], [0.3, 0.0, 0.4], [0.2, -0.6, -0.2], [0.1, 0.1, 0.1], [0.1, 0.2, 0.0], [-0.1, -0.3, -0.1], [0.2, 0.3, 0.0], [-0.2, -0.3, 0.1], [-0.3, 0.6, -0.3], [0.0, -0.3, -0.1], [0.1, 0.0, 0.0], [0.0, 0.1, 0.0], [0.0, 0.1, 0.0], [-0.1, -0.1, 0.0], [-0.1, -0.1, -0.1], [0.1, 0.0, 0.0], [0.1, 0.1, 0.0], [0.0, -0.1, 0.0], [0.0, -0.1, 0.0], [-0.1, 0.0, -0.1], [-0.1, 0.6, 0.4], [-0.1, 0.1, -0.2], [-0.1, -0.1, 0.0], [0.0, -0.1, 0.0], [0.1, 0.0, 0.0], [0.0, 0.1, -0.1], [-0.1, 0.0, 0.0], [0.1, -0.1, 0.0], [0.1, 0.1, -0.1], [-0.1, 0.0, -0.1], [0.0, -0.1, -0.1]], "lumo_ev": 0.797, "smiles": "CCOc1ccccc1NC(=S)N1CCCCCC1", "gap_ha": 0.3126, "de_lowest_kj_mol": 62.5}

4.
{"formula": "C15H22N3O4", "method": "the ωB97M-V functional and the def2-TZVPD basis", "elements": ["C", "C", "C", "N", "C", "N", "N", "C", "C", "O", "C", "C", "C", "C", "C", "C", "H", "H", "H", "H", "H", "H", "H", "H", "H", "H", "H", "H", "H", "H", "H", "H", "H", "H", "C", "C", "O", "C", "O", "O", "H", "H", "H", "H"], "positions_angstrom": [[4.73748, -0.88612, 0.55787], [5.31073, -1.11735, -0.86949], [4.90659, -0.06550, -1.93338], [3.61191, 0.61570, -1.67840], [2.50129, -0.15565, -1.79693], [2.58575, -1.48794, -2.22819], [1.33844, 0.36805, -1.46757], [0.11733, -0.42346, -1.54413], [-1.07996, 0.33025, -0.93950], [-0.94063, 1.43337, -0.44127], [-2.39729, -0.38420, -0.96220], [-2.50705, -1.62038, -1.58908], [-3.69627, -2.31881, -1.61720], [-4.80459, -1.75712, -1.00650], [-4.71222, -0.54023, -0.35525], [-3.51998, 0.14076, -0.34135], [3.76204, -0.39114, 0.58994], [4.58636, -1.87989, 1.00564], [5.48466, -0.40094, 1.19326], [4.98818, -2.10612, -1.20979], [6.40375, -1.13348, -0.79587], [5.69502, 0.68986, -2.00367], [4.85246, -0.57123, -2.90614], [3.51688, 1.46415, -2.23076], [2.32080, -2.14157, -1.49872], [2.06815, -1.63513, -3.08822], [1.29338, 1.33775, -1.15966], [-0.11617, -0.61677, -2.60183], [0.18665, -1.39374, -1.04051], [-1.66951, -2.11200, -2.08438], [-3.72590, -3.28528, -2.11335], [-5.74240, -2.30887, -1.05186], [-5.60050, -0.15183, 0.13507], [-3.48050, 1.09261, 0.18430], [-2.45600, 2.21345, 2.93102], [-1.71881, 2.54698, 4.20510], [-2.78126, 2.86571, 5.10205], [-3.90698, 2.24888, 4.65071], [-4.92229, 2.17510, 5.25354], [-3.70774, 1.72617, 3.40667], [-1.94627, 1.45740, 2.33594], [-2.63288, 3.09444, 2.30934], [-1.16295, 1.69490, 4.60302], [-1.03969, 3.38918, 4.09172]], "atomic_forces_ev_per_a": [[0.5, -1.0, -0.1], [-0.6, 0.2, 0.4], [0.7, -0.4, -0.2], [0.0, -1.0, -1.3], [-0.2, 0.6, 0.4], [0.3, 0.4, 0.6], [0.3, -0.7, -0.2], [-0.7, 0.5, -0.5], [-0.7, 0.5, 0.6], [0.4, -0.7, -0.5], [0.9, -0.1, -0.3], [0.4, -0.6, -0.4], [0.1, 0.1, 0.0], [-0.4, -0.7, -0.2], [-0.7, -0.2, 0.0], [0.0, 0.9, 0.6], [0.3, 0.2, 0.0], [0.0, 0.3, 0.0], [-0.5, 0.3, -0.1], [0.1, 0.2, -0.1], [-0.2, 0.0, -0.2], [-0.5, 0.1, 0.1], [0.1, 0.2, 0.2], [0.1, 0.4, 0.7], [-0.1, -0.1, -0.2], [-0.1, -0.1, 0.1], [-0.3, -0.2, 0.2], [0.0, 0.0, 0.3], [0.3, 0.3, 0.0], [0.0, 0.3, 0.1], [-0.2, 0.2, 0.1], [0.1, 0.3, 0.2], [0.3, 0.1, 0.0], [0.2, -0.1, -0.2], [0.2, 0.0, -0.4], [0.3, 0.1, 0.1], [-0.1, -0.2, -0.3], [-0.2, 0.0, 0.2], [0.0, 0.0, 0.0], [0.1, 0.1, 0.2], [-0.2, -0.1, 0.0], [0.0, 0.0, 0.0], [0.0, 0.0, 0.0], [-0.1, 0.1, 0.1]], "lumo_ev": -3.771, "total_charge": 1, "gap_ha": 0.3267, "de_lowest_kj_mol": 0.0}